Entry from the Open Molecules 2025 dataset: the molecule C20H24O6 at a distorted geometry (ωB97M-V/def2-TZVPD).

Positions of all 50 atoms, in Å:
C 3.69 3.56 -1.01
H 4.34 2.61 -1.07
H 4.25 4.35 -0.41
H 3.70 3.95 -2.12
O 2.30 3.16 -0.92
C 1.98 2.73 0.50
O 2.82 2.46 1.41
C 0.54 2.58 0.54
H 0.39 2.21 1.58
H 0.06 3.45 0.52
C 0.02 1.72 -0.35
C -1.46 1.17 -0.26
C -1.81 -0.12 -1.11
C -3.10 -0.34 -0.83
C -3.98 0.09 0.00
C -3.57 1.08 1.07
C -2.16 1.43 0.86
H -1.91 2.32 1.55
H -4.02 1.64 1.64
O -5.25 -0.39 0.30
C -6.16 0.05 1.06
H -7.15 -0.42 1.17
H -6.33 1.23 1.05
H -5.80 -0.06 2.34
O -3.65 -1.25 -1.88
C -2.76 -1.98 -2.64
H -3.45 -2.95 -3.10
H -2.50 -1.11 -3.41
H -2.03 -2.51 -2.08
H -1.13 -0.37 -1.67
C 1.01 0.43 -0.37
C 1.90 0.07 -1.44
C 2.83 -0.95 -1.22
C 2.70 -2.00 -0.20
C 1.73 -1.72 0.84
C 0.96 -0.36 0.79
H 0.20 -0.38 1.34
O 1.74 -2.56 2.10
C 0.82 -2.35 2.91
H 0.90 -1.32 3.51
H 1.08 -3.30 3.73
H -0.34 -2.35 2.78
O 3.41 -3.02 0.02
C 4.46 -3.37 -0.94
H 5.12 -2.35 -1.10
H 4.24 -3.47 -1.97
H 5.10 -4.24 -0.59
H 3.65 -1.29 -1.99
H 2.04 0.86 -2.26
H 0.02 2.04 -1.31

Lowest unoccupied orbital energy in eV: 0.1
SMILES: COC(=O)CC(c1ccc(OC)c(OC)c1)c1ccc(OC)c(OC)c1
Strongest force on any atom in eV/A: 14.90
E_HOMO in Eh: -0.2967
Gap between HOMO and LUMO in eV: 8.22
Energy above the lowest of the compared OMol25 structures with the same formula, charge and spin in kcal/mol: 353.1


Entry from the Open Molecules 2025 dataset: the ion C4H6NO4S with charge -1 at a distorted geometry (ωB97M-V/def2-TZVPD).

Positions of all 16 atoms, in Å:
C 0.47 -0.78 -0.60
C -0.31 0.11 -1.47
C 1.63 -0.84 1.61
C 0.92 0.11 0.64
N 0.22 1.12 -1.99
O -1.95 1.60 0.22
O 0.82 -1.89 -0.70
O -3.77 0.04 0.07
O -1.77 -0.27 -1.69
S -2.87 0.93 -0.66
H 0.79 -1.38 2.10
H 2.12 -0.43 2.52
H 2.49 -1.42 1.21
H -0.03 0.53 0.93
H 1.71 0.82 0.35
H -0.48 1.75 -2.51

Lowest unoccupied orbital energy in eV: 3.7
Strongest force on any atom in eV/A: 6.08
E_HOMO in Eh: -0.1721
Gap between HOMO and LUMO in eV: 8.35
Energy above the lowest of the compared OMol25 structures with the same formula, charge and spin in kcal/mol: 36.2
Net charge: -1


Entry from the Open Molecules 2025 dataset: a structure of composition CHCl2FS at a distorted geometry (ωB97M-V/def2-TZVPD).

Positions of all 6 atoms, in Å:
C 2.21 -0.03 0.35
F 2.12 0.06 1.67
S 0.16 -1.03 -0.30
Cl 3.42 -1.15 -0.16
Cl 2.27 1.52 -0.41
H -0.53 0.05 0.11

Lowest unoccupied orbital energy in eV: -1.0
Strongest force on any atom in eV/A: 3.44
E_HOMO in Eh: -0.3530
Gap between HOMO and LUMO in eV: 8.63
Energy above the lowest of the compared OMol25 structures with the same formula, charge and spin in kcal/mol: 25.9


Entry from the Open Molecules 2025 dataset: the ion C2H7N2 with charge +1 at a distorted geometry (ωB97M-V/def2-TZVPD).

Positions of all 11 atoms, in Å:
C 0.14 -0.03 0.62
C -0.23 -0.13 -0.68
N -1.26 -0.95 -1.02
N 1.22 0.91 0.98
H -0.30 -0.59 1.42
H 0.29 0.43 -1.44
H -1.46 -1.09 -2.01
H -2.01 -1.14 -0.38
H 1.45 1.54 0.24
H 2.09 0.44 1.19
H 0.96 1.41 1.82

Lowest unoccupied orbital energy in eV: -3.7
SMILES: N/C=C/[NH3+]
Strongest force on any atom in eV/A: 1.61
E_HOMO in Eh: -0.4877
Gap between HOMO and LUMO in eV: 9.61
Energy above the lowest of the compared OMol25 structures with the same formula, charge and spin in kcal/mol: 24.5
Net charge: +1